Computed, not measured: one molecule with the formula C5H10O, with wB97M-V/def2-TZVPD.

Values from the calculation:
Calculated total energy (eV): -7394.6010
SMILES: CCC(=O)CC
Net charge: 0
Lowest unoccupied orbital energy (eV): 1.04
Frontier orbital gap (eV): 10.5
HOMO energy (eV): -9.5

XYZ file:
```
16
Properties=species:S:1:pos:R:3:forces:R:3
C 2.46956 -0.21809 -0.13916 0.08 -0.01 0.03
C 1.21355 0.60996 -0.45418 -0.02 0.02 -0.04
C 0.02328 0.18762 0.39326 -0.01 0.02 0.27
O 0.07516 0.24647 1.60433 0.04 0.02 -0.40
C -1.22050 -0.34149 -0.30475 -0.04 -0.01 -0.06
C -2.49543 -0.06754 0.48312 -0.09 0.00 0.10
H 3.13413 -0.24573 -1.00762 -0.05 0.03 0.16
H 3.01961 0.21054 0.70142 -0.10 -0.11 -0.07
H 2.21614 -1.24895 0.12592 0.02 0.11 -0.09
H 0.97035 0.55851 -1.52033 -0.03 -0.06 0.17
H 1.40512 1.66221 -0.21265 -0.05 -0.10 -0.10
H -1.07215 -1.42637 -0.41066 0.04 0.11 -0.01
H -1.28521 0.04998 -1.32506 0.05 0.03 0.13
H -2.67016 1.00765 0.58543 0.04 -0.11 -0.04
H -3.36797 -0.50564 -0.00992 0.14 0.03 0.05
H -2.41549 -0.47914 1.49084 -0.02 0.02 -0.11
```
Positions in Å, forces in eV/Å.